(1)
Molecular formula: C5H10O
Method: DFT, ωB97M-V with the def2-TZVPD basis set

Calculated values
Energy relative to the best compared isomer or geometry (same formula, charge and spin) in kJ/mol: 301.18
Maximum force in eV/A: 1.37
HOMO energy in eV: -9.149
SMILES string: CO[C@H]1C[C@H]1C

```
16
Properties=species:S:1:pos:R:3:nbo_charge:R:1
C 0.848 0.848 2.079 -0.245
O 0.244 1.008 0.815 -0.538
C -0.487 -0.121 0.421 0.032
C -1.655 -0.236 -0.469 -0.420
C -0.035 -0.876 -0.730 -0.179
C 0.554 -0.210 -1.961 -0.630
H 0.280 1.401 2.835 0.172
H 1.876 1.226 2.058 0.184
H 0.886 -0.209 2.385 0.165
H -0.694 -0.819 1.245 0.175
H -1.835 0.396 -1.332 0.211
H -2.627 -0.479 0.010 0.219
H 0.532 -1.788 -0.476 0.213
H 1.604 0.099 -1.852 0.217
H -0.010 0.682 -2.238 0.211
H 0.521 -0.922 -2.793 0.212
```

***

(2)
Molecular formula: C3H4N2OS
Method: DFT, ωB97M-V with the def2-TZVPD basis set

Calculated values
Energy relative to the best compared isomer or geometry (same formula, charge and spin) in kJ/mol: 124.14
Maximum force in eV/A: 1.84
HOMO energy in eV: -8.849
SMILES string: O=C/N=C/NC=S

```
11
Properties=species:S:1:pos:R:3:nbo_charge:R:1
O 3.244 0.007 0.071 -0.561
C 2.328 -0.779 -0.001 0.532
N 0.938 -0.482 -0.049 -0.557
C 0.681 0.779 -0.060 0.333
N -0.556 1.311 -0.029 -0.585
C -1.831 0.710 0.023 -0.125
S -2.282 -0.853 0.010 0.053
H 2.512 -1.857 -0.094 0.121
H 1.454 1.552 -0.059 0.185
H -0.555 2.341 0.037 0.409
H -2.591 1.488 0.161 0.195
```

***

(3)
Molecular formula: C6H10N2
Method: DFT, ωB97M-V with the def2-TZVPD basis set

Calculated values
Energy relative to the best compared isomer or geometry (same formula, charge and spin) in kJ/mol: 283.58
Maximum force in eV/A: 2.62
HOMO energy in eV: -8.514
SMILES string: [H]/N=C(\C=C=N)C(C)C

```
18
Properties=species:S:1:pos:R:3:nbo_charge:R:1
H -1.536 1.996 1.772 0.343
N -0.687 1.720 1.280 -0.695
C -0.747 0.633 0.623 0.343
C -1.930 -0.083 0.207 -0.598
C -1.710 -1.219 -0.430 0.604
N -1.716 -2.220 -1.067 -0.677
C 0.710 -0.151 0.184 -0.267
C 1.824 0.566 0.957 -0.604
C 0.979 -0.040 -1.312 -0.623
H -2.910 0.191 0.580 0.263
H -2.568 -2.376 -1.612 0.429
H 0.745 -1.202 0.483 0.208
H 1.850 1.632 0.710 0.222
H 2.804 0.148 0.706 0.198
H 1.685 0.482 2.040 0.216
H 0.489 -0.834 -1.880 0.208
H 2.042 -0.180 -1.542 0.213
H 0.675 0.937 -1.700 0.215
```

***

(4)
Molecular formula: O6S5
Method: DFT, ωB97M-V with the def2-TZVPD basis set

Calculated values
Maximum force in eV/A: 5.07
Total charge: -2
HOMO energy in eV: -2.204
SMILES string: O=S(=O)([O-])SSSS(=O)(=O)[O-]

```
11
Properties=species:S:1:pos:R:3:nbo_charge:R:1
O -2.356 -2.291 -1.049 -1.013
S -2.949 -0.970 -1.336 2.202
O -4.294 -0.805 -0.710 -0.970
O -2.876 -0.844 -2.798 -1.011
S -1.458 0.503 -0.765 -0.202
S -0.072 -0.488 0.365 0.005
S 1.931 -0.107 -0.208 -0.175
S 2.835 1.097 1.340 2.169
O 4.261 0.714 1.388 -1.009
O 2.324 0.589 2.622 -1.010
O 2.656 2.600 1.149 -0.986
```

***

(5)
Molecular formula: C23H16N4O6PtS2
Method: DFT, ωB97M-V with the def2-TZVPD basis set

Calculated values
Energy relative to the best compared isomer or geometry (same formula, charge and spin) in kJ/mol: 195.70
Maximum force in eV/A: 1.73
Total charge: -2
HOMO energy (spin up / spin down) in eV: -1.750 / -1.807

```
52
Properties=species:S:1:pos:R:3:nbo_charge:R:1
Pt 0.343 -1.378 -0.050 0.906
O 4.441 -1.591 4.578 -0.562
C 3.694 -1.244 3.686 0.377
C 4.048 -1.130 2.227 0.359
O 5.162 -0.952 1.760 -0.589
C 2.759 -1.226 1.531 0.248
C 1.713 -0.935 2.456 0.232
O 0.503 -0.760 2.077 -0.730
C 2.245 -0.867 3.813 0.346
O 1.664 -0.564 4.848 -0.605
O 2.543 -1.468 0.306 -0.693
S 0.312 -1.630 -2.434 -0.122
C -1.024 -2.727 -2.628 -0.196
C -1.580 -2.842 -3.902 -0.167
C -2.647 -3.689 -4.182 -0.200
C -3.170 -3.769 -5.503 0.309
N -3.576 -3.833 -6.579 -0.376
C -3.194 -4.458 -3.135 -0.201
C -2.631 -4.365 -1.868 -0.133
C -1.542 -3.533 -1.583 -0.178
S -0.868 -3.577 0.013 -0.353
C -4.308 -5.316 -3.356 0.321
N -5.214 -6.009 -3.514 -0.376
H -1.158 -2.239 -4.697 0.218
H -3.040 -4.964 -1.065 0.218
C 2.500 1.761 0.314 -0.622
C 1.488 2.225 1.356 -0.236
N 0.673 3.352 0.899 -0.426
C 1.323 4.649 0.767 -0.211
C 1.551 5.061 -0.685 -0.618
C -0.657 3.291 0.645 0.675
O -1.310 4.280 0.321 -0.658
C -1.290 1.939 0.757 -0.175
C -2.120 1.625 1.822 -0.143
C -2.684 0.357 1.870 -0.252
C -2.357 -0.562 0.896 0.061
N -1.540 -0.277 -0.133 -0.472
C -1.068 0.979 -0.219 0.035
H 3.029 0.880 0.679 0.245
H 3.238 2.538 0.099 0.186
H 1.995 1.487 -0.613 0.213
H 2.010 2.534 2.267 0.189
H 0.840 1.393 1.624 0.263
H 2.270 4.596 1.305 0.194
H 0.689 5.398 1.247 0.207
H 2.151 4.319 -1.212 0.209
H 2.066 6.024 -0.722 0.194
H 0.590 5.158 -1.187 0.226
H -2.314 2.358 2.594 0.214
H -3.334 0.072 2.686 0.212
H -2.728 -1.578 0.926 0.223
H -0.486 1.204 -1.105 0.215
```

***

(6)
Molecular formula: C6H17N2
Method: DFT, ωB97M-V with the def2-TZVPD basis set

Calculated values
Energy relative to the best compared isomer or geometry (same formula, charge and spin) in kJ/mol: 49.20
Maximum force in eV/A: 0.80
Total charge: +1
HOMO energy in eV: -13.039
SMILES string: CCNC[C@H](C)[NH2+]C

```
25
Properties=species:S:1:pos:R:3:nbo_charge:R:1
C 0.868 3.365 -0.354 -0.647
C -0.171 2.388 -0.905 -0.222
N -0.414 1.214 -0.049 -0.654
C 0.687 0.283 0.030 -0.245
C 0.214 -1.022 0.639 -0.036
C 1.319 -2.009 0.933 -0.654
N -0.733 -1.590 -0.407 -0.504
C -1.696 -2.581 0.098 -0.427
H 0.557 4.405 -0.374 0.237
H 1.810 3.327 -0.907 0.221
H 1.145 3.063 0.658 0.206
H 0.119 2.012 -1.884 0.193
H -1.147 2.853 -1.033 0.214
H -0.748 1.487 0.867 0.374
H 1.032 0.099 -0.991 0.199
H 1.589 0.632 0.559 0.209
H -0.496 -0.854 1.444 0.220
H 1.227 -2.594 1.847 0.252
H 2.280 -1.521 1.068 0.253
H 1.454 -2.693 0.103 0.218
H -1.180 -0.770 -0.851 0.458
H -0.214 -2.018 -1.177 0.424
H -1.154 -3.429 0.524 0.236
H -2.300 -2.961 -0.720 0.240
H -2.355 -2.141 0.832 0.236
```

***

What did the fifth record say?
Molecular formula: C23H16N4O6PtS2
Method: DFT, ωB97M-V with the def2-TZVPD basis set

Calculated values
Energy relative to the best compared isomer or geometry (same formula, charge and spin) in kJ/mol: 195.70
Maximum force in eV/A: 1.73
Total charge: -2
HOMO energy (spin up / spin down) in eV: -1.750 / -1.807

```
52
Properties=species:S:1:pos:R:3:nbo_charge:R:1
Pt 0.343 -1.378 -0.050 0.906
O 4.441 -1.591 4.578 -0.562
C 3.694 -1.244 3.686 0.377
C 4.048 -1.130 2.227 0.359
O 5.162 -0.952 1.760 -0.589
C 2.759 -1.226 1.531 0.248
C 1.713 -0.935 2.456 0.232
O 0.503 -0.760 2.077 -0.730
C 2.245 -0.867 3.813 0.346
O 1.664 -0.564 4.848 -0.605
O 2.543 -1.468 0.306 -0.693
S 0.312 -1.630 -2.434 -0.122
C -1.024 -2.727 -2.628 -0.196
C -1.580 -2.842 -3.902 -0.167
C -2.647 -3.689 -4.182 -0.200
C -3.170 -3.769 -5.503 0.309
N -3.576 -3.833 -6.579 -0.376
C -3.194 -4.458 -3.135 -0.201
C -2.631 -4.365 -1.868 -0.133
C -1.542 -3.533 -1.583 -0.178
S -0.868 -3.577 0.013 -0.353
C -4.308 -5.316 -3.356 0.321
N -5.214 -6.009 -3.514 -0.376
H -1.158 -2.239 -4.697 0.218
H -3.040 -4.964 -1.065 0.218
C 2.500 1.761 0.314 -0.622
C 1.488 2.225 1.356 -0.236
N 0.673 3.352 0.899 -0.426
C 1.323 4.649 0.767 -0.211
C 1.551 5.061 -0.685 -0.618
C -0.657 3.291 0.645 0.675
O -1.310 4.280 0.321 -0.658
C -1.290 1.939 0.757 -0.175
C -2.120 1.625 1.822 -0.143
C -2.684 0.357 1.870 -0.252
C -2.357 -0.562 0.896 0.061
N -1.540 -0.277 -0.133 -0.472
C -1.068 0.979 -0.219 0.035
H 3.029 0.880 0.679 0.245
H 3.238 2.538 0.099 0.186
H 1.995 1.487 -0.613 0.213
H 2.010 2.534 2.267 0.189
H 0.840 1.393 1.624 0.263
H 2.270 4.596 1.305 0.194
H 0.689 5.398 1.247 0.207
H 2.151 4.319 -1.212 0.209
H 2.066 6.024 -0.722 0.194
H 0.590 5.158 -1.187 0.226
H -2.314 2.358 2.594 0.214
H -3.334 0.072 2.686 0.212
H -2.728 -1.578 0.926 0.223
H -0.486 1.204 -1.105 0.215
```

***

What is the maximum force in the third record?
2.62 eV/A

***

What is the formula in the first record?
C5H10O